Entry 1:
# CHFINO2

An isolated molecule of CHFINO2 in a non-equilibrium geometry (the ωB97M-V functional and the def2-TZVPD basis, the OMol25 dataset).

Element x y z (Å)
O: 0.4123 1.8230 -0.1263
N: 0.5473 0.7553 0.3969
O: 1.1491 0.5386 1.4027
C: -0.2922 -0.6503 -0.2367
F: 0.5942 -1.2357 -0.9438
I: -1.9906 -0.1845 -1.2872
H: -0.4201 -1.0463 0.7945

Force components x, y, z for each atom (eV/Å):
-0.08 0.28 -0.67
-1.74 -0.50 -1.09
0.64 -0.74 0.78
0.24 2.72 3.54
1.73 -1.55 -1.37
-0.51 0.26 -0.18
-0.27 -0.47 -1.01

Calculated values
- M (g/mol) = 204.9
- relative energy (zero: lowest compared OMol25 entry of this formula, charge and spin) (kcal per mole) = 14.2
- E_tot (Ha) = -641.36201
- HOMO level (eV) = -10.426
- SMILES = O=[N+]([O-])[C@H](F)I
- largest force on an atom (Eh/bohr) = 0.087
- 2S+1 = 1



Entry 2:
# C6H11N

An isolated molecule of C6H11N in a non-equilibrium geometry (the ωB97M-V functional and the def2-TZVPD basis, the OMol25 dataset).

Element x y z (Å)
C: 1.7615 1.9512 -0.1647
C: 0.5475 1.3149 -0.1433
C: 0.3118 -0.0664 0.0017
C: 1.5245 -1.0053 -0.0406
C: -0.9584 -0.5417 0.1583
C: -2.1457 0.3453 -0.1707
N: -1.1908 -1.8619 0.5003
H: 1.9533 2.9696 -0.4387
H: 2.5818 1.2712 0.0852
H: -0.2886 1.9813 -0.1756
H: 2.1985 -0.5540 -0.7746
H: 1.2414 -2.0275 -0.4677
H: 2.0351 -1.0421 0.9563
H: -2.3595 1.1641 0.5063
H: -3.0114 -0.2792 -0.5100
H: -1.8985 0.7742 -1.1431
H: -0.3077 -2.2724 0.7679
H: -1.9947 -2.1214 1.0530

Force components x, y, z for each atom (eV/Å):
-0.90 -2.55 0.30
1.71 2.85 -0.39
-0.19 -2.06 0.36
-0.74 -0.26 -0.01
0.12 0.90 0.21
-0.22 -1.12 -1.51
0.57 0.06 -0.43
-0.21 0.31 0.31
0.31 0.74 -0.43
-0.66 0.13 -0.39
0.17 -0.27 0.22
0.49 1.23 0.90
-0.26 -0.37 -0.88
-0.31 -0.27 0.27
0.34 0.46 1.16
0.13 0.49 0.14
-0.48 -0.52 0.32
0.14 0.24 -0.16

Calculated values
- M (g/mol) = 97.2
- relative energy (zero: lowest compared OMol25 entry of this formula, charge and spin) (kcal per mole) = 34.4
- E_tot (Ha) = -289.91693
- HOMO level (eV) = -7.170
- SMILES = C=C/C(C)=C(\C)N
- largest force on an atom (Eh/bohr) = 0.065
- 2S+1 = 1



Entry 3:
# C5H4MgNO5

A structure of composition C5H4MgNO5 in a non-equilibrium geometry (the ωB97M-V functional and the def2-TZVPD basis, the OMol25 dataset).

Element x y z (Å)
O: 1.6721 1.4398 -4.7054
C: 0.9621 1.3205 -3.8285
Mg: -0.2388 -0.4567 0.3668
O: -1.4342 1.4308 -1.6290
C: -1.0043 0.7115 -0.8444
C: -1.6138 -0.4267 1.6007
O: -2.4704 -0.4080 2.3694
C: 0.8544 -1.6320 1.2840
O: 1.5705 -2.3576 1.8118
C: -0.8744 -1.8728 -0.6373
O: -1.2240 -2.7468 -1.2944
H: 0.9351 -0.4823 -0.6865
N: 0.5998 1.1559 1.4122
H: 0.7658 0.9159 2.4155
H: -0.0180 1.9980 1.3803
H: 1.5180 1.4111 0.9845

Force components x, y, z for each atom (eV/Å):
-0.97 -0.16 1.19
0.99 0.15 -1.19
3.44 3.58 0.90
1.50 -2.11 2.21
-3.84 5.55 -5.84
-7.74 0.11 6.87
3.20 -0.05 -2.85
5.07 -5.70 4.41
-1.83 2.16 -1.72
-2.93 -6.67 -4.78
1.19 2.53 1.74
1.53 -0.40 -1.73
0.40 1.19 1.00
-0.01 0.69 -0.98
0.95 -0.67 0.28
-0.96 -0.19 0.50

Calculated values
- M (g/mol) = 182.4
- relative energy (zero: lowest compared OMol25 entry of this formula, charge and spin) (kcal per mole) = 86.7
- E_tot (Ha) = -823.56239
- HOMO level (eV) = -13.106
- total charge = +1
- largest force on an atom (Eh/bohr) = 0.201
- 2S+1 = 1